Record 1
Computed, not measured: a structure of composition C28H44LuN4O3Si, with the ωB97M-V functional and the def2-TZVPD basis.

Atoms and positions in Å:
Lu  -0.32212  0.89858  -0.58423
O  4.16840  1.85614  -0.33041
C  4.26853  1.70942  1.01695
C  5.52803  1.58984  1.60014
C  5.66486  1.48067  2.96735
C  4.54396  1.50144  3.78997
C  3.29579  1.62368  3.22462
C  3.12112  1.72088  1.83853
C  1.74704  1.79593  1.31462
O  1.53683  1.63449  0.05394
N  0.75766  2.00029  2.17764
N  -0.43368  1.91704  1.51602
C  -1.53984  2.06343  2.16079
C  -2.77743  1.90028  1.40024
C  -4.02261  2.09032  1.98859
C  -5.15958  1.90695  1.21700
C  -5.02250  1.54380  -0.11316
C  -3.74717  1.36890  -0.62783
N  -2.64200  1.53905  0.09688
H  5.05103  1.80111  -0.71271
H  6.40381  1.58451  0.96249
H  6.65193  1.38340  3.39465
H  4.64902  1.41655  4.86119
H  2.41172  1.62947  3.84736
H  -1.56348  2.25730  3.22916
H  -4.09294  2.37069  3.02840
H  -6.13901  2.04451  1.65162
H  -5.88127  1.38678  -0.74718
H  -3.60784  1.08485  -1.66452
C  0.85990  5.85033  -0.90698
N  -0.01907  4.72351  -1.16008
C  -1.37935  4.84494  -0.67204
C  0.40499  3.63773  -1.77785
O  -0.30300  2.62762  -1.99668
H  0.43688  6.75121  -1.34999
H  1.83607  5.65611  -1.34326
H  0.96932  5.99384  0.16932
H  -1.82291  5.75908  -1.06710
H  -1.37501  4.89216  0.41816
H  -1.95287  3.98639  -1.00152
H  1.45052  3.65656  -2.10764
C  -1.35462  -1.51109  -3.30642
C  -1.54981  -2.44669  -2.10240
C  -3.00567  -2.26408  -1.65230
C  -1.40734  -3.88723  -2.59492
Si  -0.29129  -1.93319  -0.68206
C  1.49982  -2.55807  -1.13924
C  1.72796  -4.05240  -0.90447
C  1.77936  -2.25761  -2.62133
C  2.56448  -1.78377  -0.34817
C  -0.85714  -2.65246  1.05449
C  -1.32145  -4.11031  1.01012
C  0.30473  -2.56145  2.05548
C  -1.99017  -1.80533  1.66018
H  -2.06491  -1.75857  -4.09822
H  -0.35241  -1.55363  -3.73499
H  -1.55464  -0.45882  -3.03644
H  -3.67297  -2.41427  -2.50439
H  -3.19131  -1.25814  -1.26664
H  -3.30114  -2.97457  -0.87968
H  -2.17143  -4.10380  -3.34524
H  -1.53349  -4.60363  -1.78169
H  -0.43674  -4.07511  -3.05772
H  1.00567  -4.67038  -1.43707
H  1.67628  -4.31256  0.15600
H  2.72304  -4.33316  -1.25593
H  1.16414  -2.85220  -3.29991
H  2.82306  -2.48566  -2.84788
H  1.62413  -1.19883  -2.86236
H  2.49005  -1.91471  0.72780
H  2.52464  -0.71307  -0.55902
H  3.55607  -2.13223  -0.64811
H  -0.56097  -4.77055  0.59543
H  -2.22905  -4.23639  0.41675
H  -1.54449  -4.46137  2.01995
H  1.11764  -3.24852  1.81409
H  -0.05257  -2.82179  3.05419
H  0.72361  -1.54954  2.11314
H  -2.88665  -1.75771  1.04748
H  -1.64986  -0.77869  1.84946
H  -2.27828  -2.21819  2.62958

HOMO energy = -9.74 eV
DFT total energy = -83348.5099 eV
energy relative to the best compared isomer or geometry (same formula, charge and spin) = 0.0 kJ/mol
charge = +1
HOMO-LUMO gap = 5.89 eV

***

Record 2
Computed, not measured: a cluster of 2 separate species, C5H14N2O2 in total, with the ωB97M-V functional and the def2-TZVPD basis.

Atoms and positions in Å:
C  -1.85632  0.52973  -0.42889
C  -0.77975  -0.38386  0.18223
N  -1.34214  -1.10440  1.30696
O  -2.73962  -0.25685  -1.20336
N  -0.14173  -1.08400  -0.84374
H  -2.15170  -0.85365  -1.69865
H  -0.75861  -1.89693  1.55332
H  -2.25636  -1.45306  1.04207
H  0.29744  -1.91903  -0.46054
H  -1.36226  1.29754  -1.03837
H  -2.44220  1.02182  0.34768
C  1.41069  0.27809  -1.12280
C  0.02562  1.48021  1.70413
C  2.60064  -0.56635  -0.80501
O  0.34234  0.47556  0.74373
H  1.03371  0.23610  -2.13484
H  1.53118  1.32363  -0.86307
H  0.95253  1.76666  2.20239
H  -0.43097  2.35890  1.23728
H  -0.66313  1.05252  2.43645
H  2.70976  -0.67456  0.27597
H  3.50303  -0.07081  -1.18174
H  2.51787  -1.55726  -1.25121

HOMO energy = -8.86 eV
DFT total energy = -12483.6353 eV
energy relative to the best compared isomer or geometry (same formula, charge and spin) = 452.8 kJ/mol
HOMO-LUMO gap = 9.63 eV

***

Record 3
Computed, not measured: a structure of composition C18H26GaN2O6, with the ωB97M-V functional and the def2-TZVPD basis.

Atoms and positions in Å:
C  -2.93470  4.19060  -0.07872
O  -3.22384  3.29550  0.98505
C  -2.74261  1.96792  0.76819
C  -1.94173  1.51373  2.04158
C  -0.72061  0.57589  1.65676
C  0.47294  0.98566  2.59488
C  1.68204  -0.02746  2.49334
Ga  2.73470  0.44629  0.75712
O  3.18244  2.30732  0.93990
H  -2.49015  5.10433  0.38062
H  -2.19258  3.81966  -0.80743
H  -3.87589  4.51489  -0.56788
H  -2.16724  1.82050  -0.16342
H  -3.63338  1.29295  0.71548
H  -1.55786  2.37823  2.61661
H  -2.61426  0.90035  2.67761
H  -0.97469  -0.49442  1.77495
H  -0.42633  0.75538  0.60495
H  0.83549  1.96150  2.19821
H  0.13188  1.12735  3.64362
H  2.33825  0.21179  3.36667
H  1.35287  -1.08603  2.52195
H  4.04992  -0.44310  0.61219
H  1.69969  0.26993  -0.48333
H  3.06157  2.50169  1.86839
C  9.32410  -3.38314  0.65390
C  8.41503  -4.43284  0.59882
C  7.10247  -4.19688  0.21247
C  6.71536  -2.90670  -0.12024
C  7.61213  -1.85012  -0.06165
C  8.92240  -2.09328  0.32838
N  5.34221  -2.65582  -0.55083
O  4.56896  -3.60234  -0.56743
O  5.05597  -1.52482  -0.85886
H  10.34932  -3.57114  0.95097
H  8.73021  -5.43657  0.85474
H  6.39997  -5.01747  0.17194
H  7.30577  -0.84445  -0.31589
H  9.63166  -1.27689  0.37547
C  -6.62373  0.19012  -0.59972
C  -7.34152  -0.81968  -1.22966
C  -7.49393  -0.80795  -2.60853
C  -6.91848  0.21881  -3.34459
C  -6.20506  1.23611  -2.72510
C  -6.06000  1.21829  -1.34515
N  -7.05724  0.22160  -4.80020
O  -7.70336  -0.67072  -5.30898
O  -6.51807  1.11368  -5.41865
H  -6.50168  0.17533  0.47661
H  -7.77996  -1.61821  -0.64535
H  -8.05355  -1.59646  -3.09196
H  -5.76100  2.03740  -3.29917
H  -5.50392  2.00367  -0.84866

HOMO energy = -4.29 eV
DFT total energy = -86722.8102 eV
energy relative to the best compared isomer or geometry (same formula, charge and spin) = 33.4 kJ/mol
charge = -1
HOMO-LUMO gap = 5.28 eV

***

Record 4
Computed, not measured: a structure of composition C28H30BBr2ClF4GeNO3PRuS2Se, with the ωB97M-V functional and the def2-TZVPD basis.

Atoms and positions in Å:
Ru  -0.21242  0.23768  -0.12508
Br  4.36104  2.31689  0.41765
C  3.07552  1.89432  1.72369
C  3.41521  2.00117  3.07661
C  2.52210  1.65487  4.05473
Br  3.03423  1.83662  5.87032
C  1.24053  1.16110  3.72936
C  0.26971  0.71056  4.64816
C  -0.93774  0.25169  4.18792
C  -1.19865  0.23679  2.81437
N  -0.30275  0.62892  1.93281
C  0.90846  1.08829  2.35942
C  1.81726  1.45867  1.32019
O  1.42655  1.35826  0.07385
H  4.40245  2.34580  3.34940
H  0.48729  0.72501  5.70687
H  -1.69811  -0.09167  4.87408
H  -2.15934  -0.08009  2.42775
C  1.34994  6.76523  -1.90217
Ge  0.71307  4.90406  -2.14479
C  -0.66825  4.95390  -3.54019
C  2.26744  3.79256  -2.55485
C  0.02937  4.63313  -0.22934
Se  -1.24430  3.28960  0.22973
C  -2.64957  3.90911  -0.93096
H  1.81515  7.12720  -2.82006
H  2.09979  6.81738  -1.11122
H  0.53659  7.44701  -1.64971
H  -0.16942  5.32211  -4.43813
H  -1.47727  5.64106  -3.29290
H  -1.07969  3.97394  -3.76438
H  2.52723  3.93440  -3.60500
H  2.06757  2.73731  -2.39172
H  3.11312  4.10329  -1.94611
H  -0.41115  5.59643  0.03973
H  0.90765  4.46778  0.39739
H  -2.54072  3.37620  -1.87460
H  -2.53832  4.98133  -1.07122
H  -3.60166  3.64761  -0.47970
F  -0.01601  -0.02891  -2.31073
B  -0.49389  1.15921  -2.97789
F  -1.84604  1.03205  -3.24238
F  0.25826  1.46911  -4.06840
F  -0.33834  2.17473  -1.95390
S  -0.43246  -3.31176  -2.35466
P  0.23189  -3.49826  -0.50319
S  1.10862  -1.89222  0.42577
C  -1.09034  -4.18088  0.55123
C  -1.77169  -3.40376  1.47644
C  -2.84833  -3.94171  2.16744
C  -3.23015  -5.25624  1.94662
C  -2.53483  -6.03971  1.03483
C  -1.47246  -5.50126  0.32770
C  1.56458  -4.73860  -0.41958
C  1.80400  -5.41758  0.77286
C  2.84169  -6.33376  0.84511
C  3.64630  -6.56023  -0.26296
C  3.41797  -5.86601  -1.44292
C  2.37562  -4.95495  -1.52493
H  -1.45737  -2.38291  1.63978
H  -3.40109  -3.33464  2.87449
H  -4.07813  -5.67091  2.47663
H  -2.82911  -7.06730  0.86453
H  -0.93793  -6.09380  -0.40430
H  1.18103  -5.21939  1.63658
H  3.02716  -6.87081  1.76686
H  4.45118  -7.28207  -0.20733
H  4.05611  -6.03768  -2.30015
H  2.18278  -4.40938  -2.44006
Cl  -5.51181  0.27078  -1.00445
C  -3.98150  -0.46262  -1.51972
C  -2.83014  -0.03888  -0.63088
O  -2.78316  1.09452  -0.12010
O  -1.91635  -0.90424  -0.44522
H  -3.76162  -0.11242  -2.52556
H  -4.08229  -1.54300  -1.50947

spin multiplicity = 5
HOMO energy (alpha / beta) = -7.52 / -7.53 eV
<S²> = 6.025
DFT total energy = -356719.5007 eV
energy relative to the best compared isomer or geometry (same formula, charge and spin) = 68.8 kJ/mol
HOMO-LUMO gap (alpha / beta) = 6.39 / 4.11 eV